A:
Formula: C3H6N2O2
Source: the OMol25 dataset
Level of theory: ωB97M-V with the def2-TZVPD basis set

Last column: natural (NBO) charge in e.
Positions of all 13 atoms, in Å:
O 0.4059 -1.3294 1.4019  -0.55
C -0.2979 -0.4315 1.0129  0.64
C 0.1257 1.0152 0.7853  -0.22
O -1.0822 1.6416 0.3281  -0.45
C -1.9884 0.6610 0.3061  0.45
N -1.6650 -0.5265 0.6635  -0.54
H 0.8824 1.0608 -0.0009  0.26
H 0.4592 1.5044 1.7022  0.22
H -2.9766 0.9630 -0.0266  0.19
N 1.4399 -0.8726 -1.4843  -1.10
H 1.6385 -1.4084 -0.6422  0.38
H 2.2935 -0.8564 -2.0353  0.36
H 0.7649 -1.4212 -2.0107  0.36

Results
LUMO, eV: 0.590
HOMO level, Eh: -0.373

B:
Formula: C3H6N2O2
Source: the OMol25 dataset
Level of theory: ωB97M-V with the def2-TZVPD basis set

Last column: natural (NBO) charge in e.
Positions of all 13 atoms, in Å:
H -1.9647 -0.7188 -0.9061  0.33
N -1.3343 -0.7009 -0.0929  -0.72
C -0.0249 -0.7820 -0.4437  0.35
N 0.5214 -1.8213 -1.1561  -0.81
C 0.5838 0.3495 0.0719  -0.01
O 1.9142 0.5981 0.3559  -0.70
C -0.5297 1.1720 0.3871  0.32
O -0.5246 1.8604 1.5501  -0.66
H 1.5302 -1.8328 -1.1965  0.39
H 0.1063 -2.7285 -1.0081  0.39
H 2.0682 0.4293 1.2955  0.48
H -1.1689 1.6016 -0.3799  0.16
H -1.1769 2.5732 1.5227  0.49

Results
LUMO, eV: 0.629
HOMO level, Eh: -0.282

Energy relative to the most stable one, in eV: A 0.000; B 2.543

A:
Formula: C3H6N2O2
Source: the OMol25 dataset
Level of theory: ωB97M-V with the def2-TZVPD basis set

Last column: natural (NBO) charge in e.
Positions of all 13 atoms, in Å:
C -0.5081 -0.9471 -0.7209  -0.54
C 0.0196 0.9210 -0.8300  0.83
N -0.4994 0.0172 1.9721  -0.61
C 0.6339 -0.6382 0.1303  -0.11
O 0.9444 1.3341 -1.7170  -0.67
N 0.6581 -0.0589 1.3593  -0.22
O -0.8629 1.6514 -0.4902  -0.58
H 1.6532 0.6893 -1.8332  0.49
H -0.4951 0.5341 2.8375  0.39
H -1.3639 -0.1453 1.4548  0.37
H -1.5190 -0.9111 -0.3297  0.22
H -0.2759 -1.4962 -1.6259  0.23
H 1.6150 -0.9502 -0.2069  0.21

Results
LUMO (spin up / spin down), eV: 0.562 / 0.562
HOMO level (spin up / spin down), Eh: -0.272 / -0.272

B:
Formula: C3H6N2O2
Source: the OMol25 dataset
Level of theory: ωB97M-V with the def2-TZVPD basis set

Last column: natural (NBO) charge in e.
Positions of all 13 atoms, in Å:
N -1.5274 -1.1022 0.9817  -0.63
N -0.5326 -0.2704 1.3626  -0.33
C 0.6288 -0.2312 0.8887  0.50
C 1.7399 -0.8809 0.2290  -0.18
O 1.8331 0.3163 1.0501  -0.44
H -2.4501 -0.6300 0.9263  0.36
H -1.2883 -1.5999 0.1333  0.34
H 2.1002 -1.7906 0.5451  0.18
H 2.0566 -0.7832 -0.8152  0.19
C -0.6584 1.7241 -1.3307  0.29
O 0.0101 0.7454 -1.2248  -0.52
H -0.4118 2.4728 -2.2026  0.11
H -1.5002 2.0299 -0.5436  0.12

Results
LUMO, eV: 0.640
HOMO level, Eh: -0.305

C:
Formula: C3H6N2O2
Source: the OMol25 dataset
Level of theory: ωB97M-V with the def2-TZVPD basis set

Last column: natural (NBO) charge in e.
Positions of all 13 atoms, in Å:
N -0.0487 -1.0753 -1.3547  -0.83
C 0.8504 -1.1074 -0.3375  0.66
O 1.9087 -1.7089 -0.3835  -0.61
C 0.4361 -0.3126 0.9088  -0.33
N 0.1662 1.0949 0.6472  -0.60
C -1.0559 1.4752 0.2160  0.53
O -1.9723 0.6919 0.0180  -0.64
H 0.1740 -1.5812 -2.1982  0.40
H -0.9636 -0.6577 -1.2368  0.42
H 1.2388 -0.4057 1.6404  0.23
H -0.4767 -0.7525 1.3270  0.24
H 0.9087 1.7783 0.6978  0.41
H -1.1657 2.5610 0.0556  0.13

Results
LUMO, eV: 0.739
HOMO level, Eh: -0.357

D:
Formula: C3H6N2O2
Source: the OMol25 dataset
Level of theory: ωB97M-V with the def2-TZVPD basis set

Last column: natural (NBO) charge in e.
Positions of all 13 atoms, in Å:
C 0.6056 1.3012 0.7146  -0.66
C -0.3430 0.3220 0.1083  -0.14
C 0.3227 -1.0309 -0.5993  0.25
N -0.3867 -2.0007 -1.2993  -0.81
N 1.7299 -1.1904 -0.6454  0.45
O 2.3721 -0.3005 -0.1009  -0.39
O 2.1984 -2.2425 -1.0733  -0.40
H 1.0232 1.9246 -0.0499  0.24
H -0.0842 1.9247 1.2014  0.21
H 1.3039 0.8688 1.5118  0.25
H -1.3381 -0.0070 0.2537  0.20
H -1.3971 -1.7560 -1.4594  0.39
H -0.3110 -2.9877 -1.2294  0.41

Results
LUMO (spin up / spin down), eV: -0.787 / -0.661
HOMO level (spin up / spin down), Eh: -0.319 / -0.306

Energy relative to the most stable one, in eV: A 4.843; B 5.595; C 0.000; D 6.787

A:
Formula: C3H6N2O2
Source: the OMol25 dataset
Level of theory: ωB97M-V with the def2-TZVPD basis set

Last column: natural (NBO) charge in e.
Positions of all 13 atoms, in Å:
O -0.3749 -1.9666 1.6814  -0.65
C -0.1040 -0.9529 0.7942  0.45
C -0.9859 -0.3421 -0.1434  -0.43
C -0.1342 0.7191 -0.9389  0.20
O -0.4976 2.0585 -0.5308  -0.73
N 1.2218 0.4216 -0.5599  -0.47
N 1.2453 -0.4469 0.5407  -0.46
H -1.3859 -1.8839 1.7365  0.50
H -1.9628 -0.7975 -0.4169  0.22
H -0.4279 0.5730 -2.0123  0.18
H 0.3228 2.4242 -0.0954  0.48
H 1.5858 0.0269 -1.4048  0.37
H 1.4976 0.1666 1.3497  0.36

Results
LUMO, eV: 0.664
HOMO level, Eh: -0.314

B:
Formula: C3H6N2O2
Source: the OMol25 dataset
Level of theory: ωB97M-V with the def2-TZVPD basis set

Last column: natural (NBO) charge in e.
Positions of all 13 atoms, in Å:
N 1.1454 0.7019 -0.8631  -0.85
C 0.2948 -0.1382 -0.0715  0.54
N 1.0493 -0.6587 1.0306  -0.85
O -0.1677 -1.2391 -0.8652  -0.73
C -1.0000 0.5657 0.3660  -0.63
C -2.1322 0.0835 -0.0435  0.74
O -3.1576 -0.3098 -0.4281  -0.46
H 1.6043 1.4342 -0.3390  0.37
H 0.6645 1.0408 -1.6858  0.38
H 1.5091 0.0452 1.5913  0.36
H 0.4964 -1.3042 1.5791  0.38
H 0.6090 -1.6594 -1.2560  0.49
H -0.9153 1.4382 0.9853  0.25

Results
LUMO, eV: 0.668
HOMO level, Eh: -0.318

Energy relative to the most stable one, in eV: A 1.719; B 0.000

A:
Formula: C3H6N2O2
Source: the OMol25 dataset
Level of theory: ωB97M-V with the def2-TZVPD basis set

Last column: natural (NBO) charge in e.
Positions of all 13 atoms, in Å:
N 1.5704 1.1692 0.5042  -0.84
C 0.7010 0.6055 -0.4354  0.28
C 0.2457 -1.0626 -0.0456  -0.48
C -1.2453 -1.1969 0.0856  -0.08
N -1.7196 0.0202 0.0439  0.37
O -2.8264 0.4757 0.2788  -0.40
O -0.5985 1.0722 -0.2787  -0.45
H 2.1680 1.8347 0.1171  0.37
H 0.9835 1.6426 1.1839  0.38
H 1.2454 0.5359 -1.4911  0.17
H 0.4130 -1.6423 -0.9651  0.21
H 0.9148 -1.3774 0.7421  0.23
H -1.8519 -2.0768 0.2604  0.24

Results
LUMO, eV: 0.930
HOMO level, Eh: -0.330

B:
Formula: C3H6N2O2
Source: the OMol25 dataset
Level of theory: ωB97M-V with the def2-TZVPD basis set

Last column: natural (NBO) charge in e.
Positions of all 13 atoms, in Å:
H -2.1848 0.2953 0.0801  0.38
N -1.8413 1.2009 0.1702  -0.76
C -0.5749 1.2780 0.1055  0.67
N 0.0273 2.4398 -0.3048  -0.83
O 0.3666 0.2527 0.1839  -0.55
C -0.1032 -1.1069 0.0690  0.81
C 1.0521 -1.9626 0.0214  -0.74
O -1.2696 -1.4751 -0.0476  -0.55
H 1.0679 2.4346 -0.3359  0.40
H -0.4938 3.3036 -0.0444  0.42
H 1.5534 -2.0369 0.9905  0.25
H 1.7880 -1.6911 -0.8477  0.26
H 0.6124 -2.9323 -0.0402  0.25

Results
LUMO, eV: 0.687
HOMO level, Eh: -0.338

Energy relative to the most stable one, in eV: A 4.686; B 0.000

A:
Formula: C3H12N2O2
Source: the OMol25 dataset
Level of theory: ωB97M-V with the def2-TZVPD basis set

Last column: natural (NBO) charge in e.
Positions of all 19 atoms, in Å:
C 0.4826 -1.9779 1.2357  -0.64
C 0.1550 -0.6861 0.6150  0.09
N -1.2407 -0.3300 0.7234  -0.83
C 1.0726 0.1571 0.1408  -0.11
N 1.1248 1.3507 -0.5820  -0.82
H 0.0096 -2.1165 2.2314  0.21
H 0.0067 -2.7566 0.6109  0.22
H 1.5923 -2.0400 1.5561  0.23
H -1.4711 0.1171 -0.1722  0.36
H -1.9070 -1.0959 0.7546  0.37
H 2.0643 -0.1840 0.4108  0.18
H 0.4459 1.4670 -1.3346  0.36
H 1.9824 1.4690 -1.1133  0.38
O -1.3912 2.9770 0.6294  -0.95
H -0.8170 2.2643 0.9281  0.48
H -1.3076 3.7039 1.2540  0.47
O -0.6632 -0.8944 -2.6253  -0.93
H -0.1787 -0.3334 -2.0075  0.46
H 0.0402 -1.0914 -3.2551  0.47

Results
LUMO, eV: 0.618
HOMO level, Eh: -0.284

B:
Formula: C3H12N2O2
Source: the OMol25 dataset
Level of theory: ωB97M-V with the def2-TZVPD basis set

Last column: natural (NBO) charge in e.
Positions of all 19 atoms, in Å:
C -1.1758 -1.3761 -0.0479  0.30
O -0.6502 -2.0737 0.8089  -0.56
H -2.1735 -0.9419 0.1044  0.12
H -0.7698 -1.3099 -1.0662  0.15
C -0.8140 1.6634 -0.7459  -0.63
C 0.0363 1.0676 0.3784  -0.31
N -0.5095 1.1602 1.7186  -0.83
H -0.3181 1.5464 -1.7099  0.21
H -0.9741 2.7288 -0.5782  0.21
H -1.8019 1.2077 -0.7925  0.19
H 0.9773 1.6363 0.3954  0.19
H 0.6204 0.0514 0.2597  0.26
H -0.7305 2.1170 1.9587  0.35
H -1.3566 0.6046 1.8163  0.34
N 1.9031 -1.6206 -1.0396  -0.55
O 1.8239 -1.3023 0.3637  -0.62
H 2.4399 -2.4865 -1.0986  0.34
H 2.4924 -0.8855 -1.4272  0.34
H 0.9809 -1.7866 0.7017  0.49

Results
LUMO, eV: 0.459
HOMO level, Eh: -0.334

Energy relative to the most stable one, in eV: A 0.000; B 2.317

A:
Formula: C3H12N2O2
Source: the OMol25 dataset
Level of theory: ωB97M-V with the def2-TZVPD basis set

Last column: natural (NBO) charge in e.
Positions of all 19 atoms, in Å:
C 0.9030 1.1808 -1.7843  -0.61
C 0.3804 0.6341 -0.4504  -0.25
N -1.0212 0.2597 -0.5426  -0.57
C -1.5448 -0.4953 0.3298  0.32
N -1.1323 -0.6082 1.6283  -0.82
H 1.2536 0.4322 -2.4831  0.21
H 0.1863 1.8926 -2.1936  0.23
H 1.7307 1.8319 -1.4745  0.20
H 0.9798 -0.2273 -0.1304  0.18
H 0.6274 1.3252 0.3704  0.18
H -2.3992 -1.1277 0.1029  0.17
H -0.2073 -0.3104 1.8789  0.39
H -1.5462 -1.2806 2.2469  0.39
O 3.7130 -3.5343 1.5968  -0.95
H 4.4508 -3.2784 2.1596  0.47
H 3.9993 -4.2122 0.9835  0.47
O -2.1867 2.8422 -0.8826  -0.97
H -1.9574 1.8954 -0.8682  0.49
H -2.7408 2.9431 -1.6616  0.46

Results
LUMO, eV: 0.728
HOMO level, Eh: -0.330

B:
Formula: C3H12N2O2
Source: the OMol25 dataset
Level of theory: ωB97M-V with the def2-TZVPD basis set

Last column: natural (NBO) charge in e.
Positions of all 19 atoms, in Å:
N 0.0708 -1.1606 -1.3527  -0.83
C 0.8648 -1.6025 -0.1854  -0.05
N 0.3735 -0.9508 1.1261  -0.68
C 0.4566 0.4870 1.3128  -0.27
C -0.9591 0.9611 1.7064  -0.08
O -1.9128 0.5298 0.7359  -0.73
H 0.4830 -1.6340 -2.2055  0.36
H -0.8361 -1.8097 -1.2473  0.34
H 1.9857 -1.3453 -0.3378  0.16
H 0.8427 -2.7120 -0.0978  0.17
H 0.7965 -1.5321 1.8605  0.38
H 0.8087 1.0150 0.4166  0.21
H 1.2344 0.7329 2.0602  0.19
H -0.8788 2.0821 1.6938  0.18
H -1.3132 0.3947 2.5811  0.18
H -1.5017 -0.2558 0.4239  0.47
O 0.0839 2.5241 -2.8479  -0.96
H -0.4930 2.2977 -2.0506  0.49
H -0.1062 1.9785 -3.5921  0.47

Results
LUMO, eV: 0.750
HOMO level, Eh: -0.340

Energy relative to the most stable one, in eV: A 0.000; B 1.030